Entry 1:
93
Properties=species:S:1:pos:R:3:forces:R:3 method="wB97M-V/def2-TZVPD" de_lowest_kj_mol=117.7 homo_energy_ev=-13.267 largest_force_ev_per_a=0.9 charge=+2
C -2.535 -5.025 -0.586 0.0 0.0 0.0
C -2.599 1.035 9.963 0.0 0.0 0.0
Ta -0.064 -0.161 0.360 0.9 0.2 0.0
C -3.072 -0.202 0.073 -0.1 0.0 -0.1
H -4.837 -0.373 1.225 0.0 0.0 0.0
C -2.668 -0.077 6.328 0.0 0.0 0.0
H -0.853 -4.270 2.024 0.0 0.0 0.0
H 0.312 3.599 2.961 0.0 -0.1 0.1
C -3.646 2.125 6.490 0.0 0.0 0.0
H 0.240 -1.526 5.606 0.0 0.0 0.0
H -4.432 1.559 -1.761 0.0 0.0 0.0
C -1.060 -3.389 -0.629 0.1 -0.1 0.0
H -2.176 -0.986 -2.148 -0.1 0.0 0.0
N -1.884 -3.202 -1.657 0.0 0.1 0.0
C -2.812 -4.217 -1.638 0.0 0.1 0.1
C 2.077 -2.092 4.649 -0.1 0.0 0.0
H 5.763 -2.927 2.028 0.0 0.0 0.0
N -2.861 2.369 3.425 -0.1 -0.2 -0.1
H 2.546 0.233 -1.712 0.0 0.0 -0.1
H -1.074 3.616 1.898 0.0 0.0 0.0
C 0.341 -0.810 -3.179 0.1 0.1 -0.1
O -3.045 -0.175 3.476 0.2 -0.2 -0.2
N 2.300 -0.584 0.129 0.1 -0.1 -0.1
H 1.647 -2.204 -5.786 0.0 0.0 0.0
H -4.139 2.968 6.023 0.0 0.0 0.0
B -1.908 -2.016 -2.689 0.0 0.0 0.0
O 0.797 1.643 1.170 0.1 0.0 -0.1
H -0.748 -0.641 3.561 0.0 0.1 0.0
H 1.647 1.080 -4.891 0.0 0.0 0.0
C -1.524 2.788 3.846 -0.1 0.1 0.0
H 5.896 -2.011 -0.289 0.0 0.0 0.0
H 4.825 -0.641 -2.082 0.0 0.0 0.0
N -1.426 -4.500 0.032 0.0 0.0 0.0
C 2.199 0.209 -4.545 -0.1 0.0 0.0
H -2.700 -2.320 -3.538 0.1 0.0 0.0
C -3.826 2.033 -0.988 0.0 0.0 0.0
C -0.189 1.786 1.961 -0.1 -0.3 -0.1
H -4.463 -1.805 0.254 0.0 0.0 0.0
C 2.904 -1.288 1.123 -0.2 0.0 0.2
O -1.120 2.562 -0.572 0.1 0.0 0.1
C 1.038 -1.970 -4.932 0.0 0.0 0.0
H -2.009 1.901 10.265 0.0 0.0 0.0
H -2.010 -0.932 8.180 0.0 0.0 0.0
C -0.568 3.025 2.674 0.0 0.1 -0.1
C 4.771 -2.511 2.139 0.0 0.0 -0.1
H 2.817 -0.171 -5.354 0.0 0.0 0.0
C 0.825 -1.539 4.698 0.0 0.0 0.0
H 4.540 -3.115 4.156 0.0 0.0 0.0
C 2.168 -1.457 2.338 0.1 0.2 -0.1
C 4.194 -1.815 1.023 0.1 0.0 0.1
S 0.191 0.533 -2.065 -0.3 -0.2 -0.2
H -0.580 -3.454 -4.748 0.0 0.0 0.0
H -1.133 2.056 4.554 0.1 0.0 -0.1
H 0.240 -5.276 1.039 0.0 0.0 0.0
C 4.900 -1.605 -0.171 0.0 0.0 0.0
H -3.553 1.096 10.487 0.0 0.0 0.0
C -2.813 1.085 -0.451 0.2 -0.1 0.0
C 2.781 -2.066 3.436 0.1 0.0 0.0
O -0.955 0.767 2.029 -0.1 0.7 0.1
C -0.799 -5.020 1.238 0.0 0.0 -0.1
H 2.528 -2.542 5.525 0.0 0.0 0.0
C 4.100 -2.618 3.302 -0.1 0.0 0.0
N 0.912 -0.943 2.370 0.0 -0.2 0.4
N -1.529 1.417 -0.315 -0.5 0.3 -0.1
H -3.723 2.974 8.443 0.0 0.0 0.0
H -5.096 -0.325 -0.521 0.0 0.0 0.0
H -2.637 -1.516 2.122 0.0 0.0 0.0
N -0.497 -1.838 -3.348 0.0 0.0 0.1
H 2.841 0.497 -3.721 0.0 0.0 0.1
C -2.815 1.027 8.478 0.0 0.0 0.0
C -0.051 -2.579 -4.417 -0.1 0.0 0.0
H -3.007 -5.925 -0.235 0.0 0.0 0.0
H -2.087 0.136 10.300 0.0 0.0 0.0
O -5.010 1.296 3.778 0.0 -0.1 -0.1
S 0.392 -2.511 -0.245 -0.1 -0.3 -0.2
C 3.017 -0.378 -0.965 0.0 0.2 0.1
N 1.268 -0.850 -4.161 0.1 -0.1 0.1
H -3.592 -4.269 -2.376 0.0 0.0 0.0
H -3.556 3.092 3.294 0.1 0.1 0.0
C -4.450 -0.718 0.260 0.0 0.1 0.1
C -2.449 -0.065 7.700 0.0 -0.1 0.0
S -3.624 1.034 4.013 0.0 0.2 0.3
H -1.339 -5.912 1.540 0.0 0.0 0.0
H -1.602 3.727 4.397 0.0 0.0 0.1
C 4.311 -0.864 -1.158 0.0 0.0 0.0
H -4.498 2.391 -0.205 0.0 0.0 0.0
O -2.257 -1.958 1.334 -0.1 0.0 0.0
H -2.412 -0.944 5.733 0.0 0.0 0.0
H -3.320 2.891 -1.423 0.0 0.0 0.0
C -3.258 1.023 5.729 -0.2 0.1 0.1
C -3.416 2.122 7.850 0.0 0.0 0.0
C 0.271 -0.995 3.537 -0.2 -0.3 -0.2
N -2.017 -0.907 0.434 -0.1 -0.2 0.4

Entry 2:
83
Properties=species:S:1:pos:R:3:forces:R:3 method="wB97M-V/def2-TZVPD" de_lowest_kj_mol=0.0 homo_energy_ev=-7.831 largest_force_ev_per_a=3.3
H 1.842 -1.683 -1.195 -0.3 0.2 -0.2
H -1.967 -0.628 9.489 0.1 -0.1 -0.3
C 4.651 -2.584 2.272 -0.7 0.7 -0.3
C 0.457 2.952 -6.294 -0.2 0.2 0.0
H 2.091 0.388 3.664 -0.3 0.1 0.0
C -2.270 0.666 -1.453 0.0 1.1 -0.2
H 0.113 -2.765 6.358 -0.1 0.3 0.0
O -0.824 -0.349 3.457 1.0 -1.9 0.7
H 0.239 0.267 -7.217 0.2 -0.1 0.4
C -1.674 -0.750 8.447 0.2 0.1 -0.7
H -1.465 3.413 -7.098 0.2 -0.4 -0.1
C 0.285 -0.127 -6.193 -0.1 -0.5 0.0
H 5.497 -2.788 2.921 -0.3 0.2 -0.1
C -0.884 -0.980 5.739 -0.5 0.2 0.4
H 2.384 -3.152 -0.093 0.1 -0.1 0.1
Br -2.427 1.370 4.940 -0.3 0.3 0.5
P 1.756 -0.244 0.739 2.6 -1.0 -1.2
C -0.973 2.506 -6.709 0.2 0.5 -0.3
C -1.824 2.020 -5.572 -0.4 -0.5 0.3
C 2.646 2.419 0.359 0.8 0.2 -0.3
H 1.721 0.160 -4.565 -0.2 0.5 -0.1
C 3.896 -1.417 2.230 0.1 -0.7 -0.3
H 3.969 -0.523 2.828 0.0 0.0 -0.1
N -1.889 0.666 -0.112 0.4 0.6 -0.7
H -2.095 -2.313 3.030 -0.2 -0.1 -0.1
H 5.218 2.354 -1.743 0.0 -0.1 0.2
C -1.738 0.083 6.150 0.8 -0.9 0.3
C 1.405 1.043 3.099 -0.6 0.9 0.2
C -3.623 -1.714 0.197 -0.5 -0.8 0.8
N 2.913 -1.541 1.237 0.2 0.5 0.0
H -0.920 1.786 -7.537 -0.2 0.2 0.3
H 3.908 4.157 -0.169 -0.3 -0.1 -0.1
O 0.454 -2.110 4.113 -1.0 1.4 0.0
C 4.117 -3.474 1.291 -1.0 0.9 -0.3
H -1.734 -0.861 -6.499 0.2 0.1 0.4
C -4.536 -2.588 0.774 1.2 0.7 -0.1
H -0.156 -2.588 -0.172 -0.2 0.2 -0.1
H 0.378 3.968 -5.869 0.1 -0.3 -0.1
C 3.833 0.901 -0.824 0.1 0.9 0.0
H -0.550 -2.560 8.738 0.0 0.0 0.0
H 4.459 -4.472 1.046 -0.1 0.2 0.1
C -0.261 -1.561 -0.560 0.1 -0.3 -0.1
N -2.561 -1.509 1.091 -0.1 -0.9 0.2
C -2.806 -2.306 2.221 -0.7 -0.2 -0.5
C -0.507 -1.933 6.688 0.0 0.3 0.4
C -2.093 0.189 7.500 0.0 0.0 -0.3
C -4.018 -2.960 2.058 1.0 0.7 -0.4
H 0.791 -1.106 -6.242 -0.2 0.3 -0.2
C -1.898 0.763 -5.109 -0.4 0.6 -0.5
H -2.869 2.270 -2.833 0.0 -0.1 0.3
H -2.632 0.508 -4.338 0.3 0.3 -0.1
H -1.805 2.189 1.406 0.1 0.1 -0.1
H 1.878 2.606 -4.647 -0.3 -0.4 0.0
C -2.430 2.787 -0.678 0.3 -0.5 0.6
H 4.071 -0.078 -1.210 0.1 0.1 0.1
C -0.879 -1.812 8.025 -0.1 -0.1 0.0
Be 0.181 0.026 2.314 0.9 0.8 1.5
C 1.108 0.735 -5.272 0.3 0.4 0.1
C 3.049 -2.820 0.686 0.8 0.0 0.3
H 1.062 3.048 -7.216 -0.1 0.0 0.4
C -2.005 1.980 0.364 -0.1 0.0 -0.8
H -1.076 -1.192 -4.888 -0.1 0.3 -0.3
H -2.334 -0.259 -2.010 0.2 0.3 0.0
H 2.007 1.797 2.590 0.1 -0.2 0.2
C -1.151 -0.414 -5.670 0.3 -0.3 -0.1
H -3.655 -1.228 -0.761 -0.1 0.0 0.1
P -1.110 -0.617 0.742 -3.2 0.3 -0.8
N 2.770 1.050 0.072 -0.3 0.0 0.3
C -0.344 -1.190 4.359 0.0 -0.3 -0.6
H -4.480 -3.637 2.759 0.1 0.1 0.0
H -2.716 1.018 7.806 0.0 0.0 0.0
H -0.872 -1.582 -1.469 0.2 -0.2 0.2
C 4.400 2.150 -1.064 -0.8 -1.0 0.7
H -2.624 3.851 -0.626 0.1 -0.2 0.1
H 1.071 -0.136 -1.560 -0.1 -0.1 0.3
C -2.580 1.963 -1.834 0.2 -1.1 0.5
H -2.463 2.808 -5.152 0.2 -0.5 0.1
C 3.677 3.104 -0.270 -0.8 -1.0 0.0
H -5.453 -2.931 0.317 0.1 0.1 0.0
H 1.812 2.790 0.942 0.4 -0.1 0.0
H 0.761 1.602 3.783 0.3 0.1 0.5
C 1.124 -0.946 -0.816 0.3 -0.2 -0.7
C 1.178 2.072 -5.301 0.3 -0.5 -0.3